Computed, not measured: C32H34N5O4PPtS as an isolated structure, with wB97M-V/def2-TZVPD.

## Properties
Largest force on an atom ... 0.8 eV/Å
LUMO level (spin up / spin down) ... -0.226 / -0.356 Ha
Orbital gap (spin up / spin down) ... 0.255 / 0.125 hartree
Charge ... +2
2S+1 ... 5
Energy relative to the best compared isomer or geometry (same formula, charge and spin) ... 0.0 kcal per mole

Geometry (Å):
Pt (0.34772, 0.28430, 0.17187)
O (-1.62454, -2.17966, -3.47618)
C (-2.25864, -3.06774, -2.68422)
C (-3.11405, -3.96978, -3.30631)
C (-3.83006, -4.87541, -2.55404)
C (-3.71938, -4.90662, -1.16037)
C (-2.85251, -4.04659, -0.53963)
C (-2.09451, -3.12053, -1.28517)
C (-1.14871, -2.24432, -0.61207)
O (-0.54280, -1.31230, -1.26787)
N (-0.92053, -2.45978, 0.69095)
N (-0.14607, -1.55994, 1.25520)
C (0.27601, -1.59713, 2.46385)
C (1.04211, -0.47153, 2.98825)
C (1.37240, -0.38958, 4.32988)
C (2.02845, 0.74018, 4.79606)
C (2.33618, 1.75732, 3.90724)
C (1.98979, 1.60047, 2.57824)
N (1.37709, 0.50604, 2.12700)
H (-1.09980, -1.58656, -2.91166)
H (-3.19946, -3.93472, -4.38485)
H (-4.48806, -5.57491, -3.05444)
H (-4.30701, -5.60457, -0.58121)
H (-2.73721, -4.06316, 0.53500)
H (0.01474, -2.43767, 3.09802)
H (1.08781, -1.19106, 4.99959)
H (2.27899, 0.83102, 5.84477)
H (2.82496, 2.66419, 4.23368)
H (2.19925, 2.37650, 1.85245)
O (-1.20150, 3.29816, 2.33827)
C (-1.30901, 2.46831, 1.47224)
O (-1.12149, 1.18083, 1.61370)
C (-1.73668, 2.90278, 0.05536)
P (-1.06751, 1.72557, -1.12849)
C (-2.42022, 0.96443, -2.01056)
C (-3.29908, 0.22868, -1.20764)
C (-4.39310, -0.39145, -1.78274)
C (-4.60904, -0.28688, -3.15347)
C (-3.74173, 0.45055, -3.94565)
C (-2.64171, 1.08039, -3.38101)
C (0.20728, 2.47934, -2.13338)
C (0.56713, 1.97368, -3.38897)
C (1.64812, 2.51714, -4.06450)
C (2.40238, 3.53054, -3.48019)
C (2.07770, 4.00615, -2.21499)
C (0.98803, 3.48371, -1.53606)
H (-1.43362, 3.92641, -0.14477)
H (-2.82407, 2.83998, 0.02081)
H (-3.12262, 0.14387, -0.13897)
H (-5.07831, -0.95545, -1.16365)
H (-5.46517, -0.77314, -3.60234)
H (-3.92315, 0.54590, -5.00831)
H (-2.00259, 1.69137, -4.00388)
H (0.01004, 1.16046, -3.83776)
H (1.90050, 2.15462, -5.05283)
H (3.24694, 3.94774, -4.01252)
H (2.66600, 4.79278, -1.76094)
H (0.73174, 3.86821, -0.55568)
C (2.26187, -4.25648, 1.19916)
C (2.85706, -3.93980, -0.16644)
N (2.43454, -2.61747, -0.65998)
C (3.01269, -1.46840, -0.37697)
S (2.33339, -0.05721, -1.17915)
N (4.04264, -1.35148, 0.43106)
C (4.81413, -0.10901, 0.64109)
C (5.93926, 0.05476, -0.36847)
H (2.61064, -5.23387, 1.53109)
H (1.17236, -4.28343, 1.14311)
H (2.55672, -3.51559, 1.94599)
H (2.53143, -4.66371, -0.90901)
H (3.94746, -3.97886, -0.15158)
H (1.58568, -2.57144, -1.21261)
H (4.45173, -2.20346, 0.79064)
H (5.19878, -0.14990, 1.65794)
H (4.11563, 0.72780, 0.59078)
H (6.68876, -0.72838, -0.25258)
H (6.42932, 1.01632, -0.21886)
H (5.55637, 0.02229, -1.39011)